(1)
{"formula": "C3H2Br2P2", "method": "ωB97M-V/def2-TZVPD", "elements": ["C", "C", "C", "P", "P", "Br", "Br", "H", "H"], "xyz": [[-0.823697, -1.024826, 0.448219], [-1.160154, 0.223618, 0.082884], [1.337101, -0.019630, 0.103748], [0.877632, -1.587173, 0.431027], [0.253252, 1.379127, -0.111519], [-2.939994, 0.917401, 0.039610], [3.802993, 0.340869, -0.240962], [-1.696874, -1.569332, 0.692582], [0.349740, 1.339943, -1.445586]], "forces_ev_per_a": [[-1.1718, 1.1024, -0.4271], [0.8059, 0.7067, -0.0596], [3.2167, -0.2006, -0.4476], [0.4626, 0.4303, 0.1602], [-0.2119, 0.0075, 1.8503], [0.5673, -0.3187, 0.0210], [-3.3078, -0.4075, 0.4420], [-0.3710, -1.4517, 0.4232], [0.0100, 0.1316, -1.9624]], "mulliken_charge": [-0.296, 0.061, 0.116, -0.005, 0.019, -0.106, -0.237, 0.354, 0.095], "total_energy_ev": -161802.38263, "de_lowest_kcal_mol": 50.0, "e_lumo_ev": -1.68, "multiplicity": 1, "max_force_ev_per_a": 3.36}

(2)
{"formula": "C19H39NO15S3", "method": "ωB97M-V/def2-TZVPD", "elements": ["C", "O", "C", "C", "C", "C", "C", "C", "C", "C", "C", "C", "C", "N", "C", "O", "O", "H", "H", "H", "H", "H", "H", "H", "H", "H", "H", "H", "H", "H", "H", "H", "H", "H", "H", "H", "H", "H", "H", "H", "H", "H", "H", "H", "C", "C", "O", "S", "O", "O", "O", "H", "H", "H", "H", "C", "C", "O", "S", "O", "O", "O", "H", "H", "H", "H", "C", "C", "O", "S", "O", "O", "O", "H", "H", "H", "H"], "xyz": [[5.233451, -0.553033, 1.556316], [5.319702, 0.847753, 1.997195], [5.336015, 1.785839, 0.848282], [4.912222, 3.296559, 1.427027], [3.819578, 3.986045, 0.418382], [2.429259, 4.483454, 1.128005], [1.805091, 3.456614, 2.241867], [1.750967, 1.882175, 1.787807], [2.213947, 1.001945, 3.121799], [1.054963, 0.892649, 4.276145], [-0.414605, 0.397630, 3.746408], [-0.393949, -0.857753, 2.694062], [-1.362631, -0.559127, 1.405011], [-0.899482, -1.239463, 0.124441], [0.069349, -0.350210, -0.661638], [-0.392127, 0.596421, -1.519465], [1.529631, -0.554870, -0.440642], [5.724700, -1.252193, 2.358383], [5.775057, -0.688841, 0.527953], [4.108146, -0.927269, 1.426939], [4.614186, 1.410919, 0.005235], [6.430327, 1.772806, 0.392215], [5.913843, 3.938167, 1.332014], [4.571845, 3.247459, 2.551861], [3.524489, 3.244239, -0.447179], [4.302545, 4.948809, -0.095361], [1.622244, 4.801979, 0.309191], [2.691982, 5.494405, 1.703772], [2.303005, 3.540712, 3.317171], [0.671094, 3.792450, 2.402817], [2.436260, 1.605865, 0.874908], [0.642831, 1.590476, 1.454521], [3.171575, 1.540831, 3.588092], [2.602776, -0.086502, 2.826439], [0.902026, 2.000108, 4.695149], [1.479928, 0.264247, 5.177222], [-1.069161, 0.038065, 4.676819], [-1.010063, 1.294825, 3.274168], [0.661826, -1.159674, 2.291305], [-0.832101, -1.795917, 3.250254], [-2.455321, -0.895380, 1.719333], [-1.377952, 0.603667, 1.237822], [-1.757688, -1.289005, -0.481223], [1.975984, -0.860688, -1.290776], [1.256552, -0.535999, -4.670413], [-0.237757, -0.427392, -4.378928], [-0.883368, -0.916477, -5.552284], [0.048417, -2.072887, -6.226761], [-0.448582, -3.360838, -5.796293], [0.262121, -1.735538, -7.614900], [1.415498, -1.752623, -5.398256], [1.594933, 0.288196, -5.306612], [1.855041, -0.557899, -3.755751], [-0.547425, 0.598905, -4.167763], [-0.523954, -1.073117, -3.541992], [-2.608751, -6.259086, -4.057412], [-2.964257, -4.953055, -4.762833], [-4.147600, -4.489853, -4.116364], [-4.109764, -4.946919, -2.551089], [-3.622508, -3.833463, -1.767554], [-5.338064, -5.644317, -2.248906], [-2.909040, -6.042186, -2.679743], [-3.233171, -7.083569, -4.416406], [-1.554657, -6.521462, -4.181185], [-3.138220, -5.091422, -5.832581], [-2.182494, -4.200337, -4.615884], [-6.131159, 2.073918, 1.879927], [-5.505615, 0.794709, 1.330348], [-4.181412, 0.770180, 1.858234], [-4.183610, 1.478138, 3.327661], [-4.265603, 0.438394, 4.329329], [-3.168753, 2.505895, 3.341206], [-5.644689, 2.192717, 3.215752], [-5.795824, 2.950397, 1.316115], [-7.223726, 2.034719, 1.874087], [-5.485709, 0.776718, 0.238079], [-6.032611, -0.091638, 1.699125]], "forces_ev_per_a": [[-0.2608, -0.6218, -0.2314], [-0.2263, -0.7821, -1.9626], [0.1866, 0.1419, 0.5331], [1.0393, -0.1703, -1.2770], [-0.5194, 0.5175, -0.3706], [0.4190, 0.9442, 0.7072], [-1.3460, 0.1091, -0.3144], [-0.0498, -0.4759, 0.8012], [0.4237, -0.3655, -0.1263], [0.1849, 1.1826, -0.0298], [-0.3144, -0.4963, 0.4471], [-0.4110, -0.4798, -0.2126], [0.0369, 0.9681, 1.7908], [0.8469, 2.0442, -1.2123], [-1.8109, 3.5413, -3.2985], [3.3156, -6.1720, 5.1392], [-3.2748, -0.3389, -1.3992], [-0.8250, 1.5527, -1.4990], [-0.8555, 0.1614, 1.8855], [2.2302, 1.0313, 0.2094], [1.0787, 0.7637, 1.6169], [-2.1508, 0.1905, 0.8864], [-2.2568, -1.3220, 0.5610], [0.6459, -0.0541, -2.4028], [0.7355, 1.3747, 1.6908], [-1.0468, -2.1686, 1.0570], [1.7783, -0.9738, 1.7195], [-0.6343, -2.0934, -1.1608], [-0.7685, -0.0669, -2.4842], [2.4470, -0.5991, -0.2288], [-1.1873, 0.7445, 1.8927], [2.3933, 0.6335, 0.7950], [-2.1274, -1.1931, -1.0038], [-1.0253, 2.3418, 0.5195], [0.2733, -2.3737, -0.7681], [-1.0053, 1.0421, -1.8811], [1.4823, 0.9647, -1.9211], [1.3731, -1.6824, 0.8874], [-1.8700, 0.8034, 0.8662], [0.9851, 1.7094, -1.1718], [2.3912, 0.5548, -1.1920], [-0.1929, -2.1112, 0.3157], [1.2803, 0.2383, 0.5082], [-1.1744, 0.7944, 1.3561], [-0.1691, 0.7748, 0.0339], [0.2567, -0.0648, 0.7973], [0.7992, -0.6696, -0.9300], [-0.0532, 0.2629, -0.3017], [0.7528, 1.3439, -0.8062], [-0.4916, -0.7563, 1.7953], [-0.9922, -0.5283, -0.3039], [-0.0186, -0.0408, 0.1238], [-0.0790, -0.1934, -0.2441], [-0.0514, -0.2669, -0.1910], [0.0543, 0.1809, -0.0502], [-0.1496, -0.2418, -0.7509], [0.9422, 0.0705, 0.0001], [-0.4333, -0.6302, 1.0980], [-0.1486, 0.0265, -0.0017], [-0.7677, -1.4105, -0.6746], [1.4933, 1.1766, -0.1999], [-0.5833, 1.0043, 0.2019], [0.0741, 0.0608, -0.0052], [-0.1780, 0.1328, 0.2516], [-0.1983, 0.0809, 0.2504], [-0.1036, -0.2277, -0.1211], [0.0009, 0.1591, -0.7053], [-0.7630, -0.2202, 0.0621], [0.0714, 0.8822, 0.7285], [0.1826, -0.0631, 0.4683], [0.2988, 1.5425, -1.1691], [-1.1662, -1.4648, 0.0816], [0.7990, -0.7606, 0.1497], [-0.0550, -0.0975, -0.0020], [0.2287, -0.0151, 0.2437], [0.2598, 0.0422, 0.2165], [-0.0254, 0.1014, -0.0834]], "mulliken_charge": [-0.458, -0.351, -0.412, -0.390, -0.568, -0.845, -0.784, 1.174, -0.544, -0.896, -0.136, -0.415, -0.374, -0.280, 0.409, -0.533, -0.342, 0.229, 0.302, 0.065, 0.181, 0.337, 0.352, 0.239, 0.230, 0.344, 0.269, 0.306, 0.371, 0.194, -0.324, -0.200, 0.365, 0.006, 0.238, 0.352, 0.411, -0.111, 0.178, 0.378, 0.217, 0.270, 0.333, 0.290, -0.118, -0.203, -0.336, 1.063, -0.511, -0.553, -0.352, 0.306, 0.085, 0.360, 0.214, -0.331, -0.112, -0.328, 1.034, -0.448, -0.556, -0.328, 0.284, 0.314, 0.330, 0.166, -0.399, -0.379, -0.275, 1.147, -0.562, -0.524, -0.318, 0.284, 0.325, 0.355, 0.288], "total_energy_ev": -85033.55667, "de_lowest_kcal_mol": 198.3, "e_lumo_ev": -0.09, "multiplicity": 1, "max_force_ev_per_a": 8.69, "smiles": "COCCCCCCCCCCCNC(=O)O.O=S1(=O)OCCO1.O=S1(=O)OCCO1.O=S1(=O)OCCO1"}

| no. | gap between HOMO and LUMO (eV) |
| --- | --- |
| 1 | 7.79 |
| 2 | 9.55 |